a) C3H8N2O2 | wB97M-V/def2-TZVPD

Cartesian coordinates (Å):
C (-1.33, -0.73, 0.17)
C (0.80, 2.07, 0.19)
C (-0.91, -0.63, -1.25)
N (-0.55, -1.13, 1.07)
O (1.20, 0.92, 0.66)
N (2.03, 0.12, -0.01)
O (2.01, -1.09, 0.58)
H (-2.38, -0.46, 0.38)
H (0.99, -1.27, 0.87)
H (-0.90, -1.13, 2.02)
H (1.22, 2.47, -0.72)
H (0.25, 2.67, 0.89)
H (-1.21, 0.34, -1.66)
H (-1.40, -1.41, -1.83)
H (0.17, -0.74, -1.35)

**HOMO (alpha / beta)**: -7.337 / -7.799 eV
**Frontier orbital gap (alpha / beta)**: 8.1 / 8.4 eV
**Total charge**: 0
**2S+1**: 1

b) C3H8N2O2 | wB97M-V/def2-TZVPD

Cartesian coordinates (Å):
C (0.62, -0.29, -0.83)
C (1.09, -0.76, 0.37)
N (2.13, 0.06, 0.70)
C (2.25, 0.98, -0.29)
N (1.34, 0.80, -1.22)
H (-0.21, -0.68, -1.39)
H (0.78, -1.62, 0.94)
H (2.75, -0.05, 1.48)
H (2.96, 1.79, -0.33)
O (-2.12, 1.20, -0.44)
H (-1.98, 2.13, -0.24)
H (-1.37, 0.81, 0.03)
O (-2.63, -1.39, 0.78)
H (-2.48, -2.19, 0.27)
H (-3.12, -0.79, 0.19)

**HOMO**: -9.005 eV
**Frontier orbital gap**: 9.8 eV
**Total charge**: 0
**2S+1**: 1

c) C3H8N2O2 | wB97M-V/def2-TZVPD

Cartesian coordinates (Å):
C (-0.57, -1.09, -1.64)
O (-1.00, -0.68, -0.36)
C (-0.68, 0.75, 0.01)
N (-1.44, 1.05, 1.11)
O (-0.32, 1.57, -0.80)
H (-1.19, -1.93, -1.95)
H (-0.69, -0.29, -2.37)
H (0.49, -1.37, -1.61)
H (-1.73, 2.01, 1.20)
H (-2.05, 0.33, 1.46)
C (1.83, -0.39, 1.28)
N (1.65, 0.17, 0.17)
H (2.57, -1.17, 1.40)
H (1.31, -0.08, 2.19)
H (1.81, 1.13, -0.12)

**HOMO**: -8.550 eV
**Frontier orbital gap**: 9.0 eV
**Total charge**: 0
**2S+1**: 1

Quick one: most stable of them? b)

a) C3H8N2O2 | wB97M-V/def2-TZVPD

Cartesian coordinates (Å):
H (-1.31, 1.00, -1.64)
N (-1.28, -0.06, -1.62)
C (-0.17, -0.59, -1.37)
O (1.06, 0.02, -1.62)
H (-0.28, -1.64, -1.15)
H (1.82, -0.52, -1.36)
C (1.04, 1.30, 0.22)
N (1.18, 0.43, 1.11)
C (0.18, -0.50, 1.39)
O (-1.09, 0.10, 1.35)
H (1.92, 1.71, -0.21)
H (0.05, 1.60, -0.10)
H (0.34, -1.14, 2.24)
H (0.23, -1.11, 0.51)
H (-1.48, 0.46, 2.13)

**HOMO**: -9.211 eV
**Frontier orbital gap**: 9.9 eV
**Total charge**: 0
**2S+1**: 1

b) C3H8N2O2 | wB97M-V/def2-TZVPD

Cartesian coordinates (Å):
N (-1.49, -0.22, 1.25)
C (-1.29, 0.01, -0.10)
C (-0.11, 0.14, -0.63)
C (1.12, -0.70, -0.41)
O (0.68, -1.95, 0.22)
N (2.27, -0.01, -0.07)
O (2.00, 1.15, 0.81)
H (-0.75, -0.89, 1.71)
H (-2.36, -0.49, 1.50)
H (-2.13, 0.50, -0.52)
H (0.10, 0.58, -1.66)
H (1.44, -1.05, -1.45)
H (1.29, -2.61, 0.23)
H (2.96, -0.64, 0.28)
H (1.23, 1.68, 0.07)

**HOMO**: -8.438 eV
**Frontier orbital gap**: 9.2 eV
**Total charge**: 0
**2S+1**: 1

c) C3H8N2O2 | wB97M-V/def2-TZVPD

Cartesian coordinates (Å):
C (1.96, -0.12, -0.33)
C (0.62, -0.74, -0.59)
N (-0.02, -0.33, -1.75)
O (0.10, -1.59, 0.12)
H (1.85, 0.69, 0.39)
H (2.65, -0.88, 0.07)
H (2.40, 0.28, -1.25)
H (-0.87, -0.81, -2.03)
H (0.42, 0.27, -2.43)
N (-1.45, 0.03, 1.79)
C (-1.70, 0.98, 0.84)
O (-1.32, 2.14, 0.97)
H (-1.12, 0.34, 2.69)
H (-1.18, -0.90, 1.48)
H (-2.34, 0.65, 0.01)

**HOMO**: -9.648 eV
**Frontier orbital gap**: 10.4 eV
**Total charge**: 0
**2S+1**: 1

Quick one: most stable of them? c)

a) C4H12N2S | wB97M-V/def2-TZVPD

Cartesian coordinates (Å):
C (1.94, 1.23, -0.67)
N (0.57, 0.94, -1.10)
C (-0.16, 0.07, -0.09)
C (0.15, -1.46, -0.16)
S (0.64, -1.95, 1.54)
C (-1.66, 0.50, -0.12)
N (-2.32, -0.07, 1.06)
H (2.71, 0.79, -1.39)
H (2.16, 0.76, 0.28)
H (2.39, 2.22, -0.65)
H (-0.01, 1.77, -1.30)
H (-0.01, 0.65, 0.85)
H (1.02, -1.61, -0.84)
H (-0.62, -2.00, -0.72)
H (0.98, -3.20, 1.12)
H (-1.49, 1.60, -0.05)
H (-2.17, 0.09, -0.99)
H (-2.23, 0.61, 1.88)
H (-1.90, -0.95, 1.36)

**<S²>**: 0.75
**HOMO (alpha / beta)**: -13.172 / -13.124 eV
**Frontier orbital gap (alpha / beta)**: 10.0 / 4.9 eV
**Total charge**: +1
**2S+1**: 2

b) C4H12N2S | wB97M-V/def2-TZVPD

Cartesian coordinates (Å):
C (0.98, -1.12, 0.01)
N (-0.38, -0.63, 0.20)
C (-0.95, 0.38, -0.81)
C (-2.38, 0.73, -0.44)
S (-3.36, -0.85, -0.77)
C (2.00, 0.09, 0.16)
N (2.26, 0.52, 1.53)
H (1.17, -1.75, -0.95)
H (1.16, -1.89, 0.69)
H (-2.30, -1.73, -0.98)
H (-0.39, 1.33, -0.64)
H (-0.74, 0.13, -1.89)
H (-2.78, 1.55, -1.04)
H (-2.36, 1.03, 0.65)
H (2.98, -0.21, -0.34)
H (1.67, 0.98, -0.36)
H (1.55, 0.30, 2.22)
H (-0.59, -0.37, 1.18)
H (2.48, 1.50, 1.57)

**<S²>**: 0.76
**HOMO (alpha / beta)**: -13.290 / -13.220 eV
**Frontier orbital gap (alpha / beta)**: 10.2 / 5.1 eV
**Total charge**: +1
**2S+1**: 2

Quick one: most stable of them? b)

a) C7H9NO | wB97M-V/def2-TZVPD

Cartesian coordinates (Å):
C (-1.52, 1.66, -0.20)
C (-0.53, 0.51, -0.01)
C (-0.92, -0.80, -0.16)
C (-2.33, -1.26, 0.06)
N (-3.43, -1.35, 0.40)
O (-0.02, -1.84, -0.22)
C (1.35, -1.51, -0.36)
C (1.75, -0.43, 0.63)
C (0.92, 0.77, 0.11)
H (-2.54, 1.34, -0.16)
H (-1.33, 2.46, 0.49)
H (-1.43, 2.29, -1.15)
H (1.44, -1.13, -1.43)
H (1.80, -2.53, -0.28)
H (2.81, -0.27, 0.69)
H (1.48, -0.69, 1.64)
H (1.06, 1.64, 0.76)
H (1.41, 1.14, -0.82)

**HOMO**: -8.804 eV
**Frontier orbital gap**: 9.4 eV
**Total charge**: 0
**2S+1**: 1

b) C7H9NO | wB97M-V/def2-TZVPD

Cartesian coordinates (Å):
C (2.16, 0.39, -0.05)
C (1.92, -0.89, -0.24)
C (0.36, -1.25, 0.17)
O (0.30, -0.23, 1.12)
C (0.66, 0.84, 0.16)
C (-0.55, 1.80, 0.10)
C (-1.61, 0.49, -0.26)
N (-2.05, -0.91, 0.42)
C (-1.03, -0.91, -0.50)
H (3.00, 1.20, 0.32)
H (2.46, -1.77, -0.37)
H (0.21, -2.31, 0.46)
H (0.48, 0.46, -0.94)
H (-0.44, 2.68, -0.58)
H (-0.65, 1.91, 1.13)
H (-2.63, 1.04, -0.69)
H (-1.60, -0.99, 1.24)
H (-0.98, -1.54, -1.47)

**HOMO**: -9.063 eV
**Frontier orbital gap**: 10.0 eV
**Total charge**: 0
**2S+1**: 1

Quick one: most stable of them? a)

a) C5H8N3 | wB97M-V/def2-TZVPD

Cartesian coordinates (Å):
C (0.21, -2.08, 1.15)
C (-0.64, -0.84, 0.81)
C (-0.89, -0.83, -0.67)
N (-1.01, -0.90, -1.80)
C (0.23, 0.43, 1.12)
N (0.69, 1.19, 0.29)
C (0.66, 1.50, -0.95)
N (-0.09, 2.36, -1.58)
H (-0.05, -2.80, 0.38)
H (-0.05, -2.48, 2.14)
H (1.27, -1.76, 1.05)
H (-1.53, -0.93, 1.34)
H (0.54, 0.67, 2.25)
H (1.54, 1.06, -1.57)
H (0.21, 2.75, -2.54)
H (-1.08, 2.68, -1.41)

**HOMO**: -15.463 eV
**Frontier orbital gap**: 11.4 eV
**Total charge**: +1
**2S+1**: 1

b) C5H8N3 | wB97M-V/def2-TZVPD

Cartesian coordinates (Å):
C (-1.53, 0.20, -0.34)
C (-1.17, -1.01, 0.06)
N (0.16, -1.50, 0.14)
N (0.97, -1.05, 1.17)
C (1.53, 0.15, 1.12)
N (1.53, 0.86, 0.05)
C (0.78, 1.09, -0.95)
C (-0.69, 1.29, -0.93)
H (-2.58, 0.44, -0.33)
H (-1.94, -1.72, 0.34)
H (0.21, -2.50, 0.03)
H (1.24, -1.71, 1.89)
H (2.12, 0.48, 1.96)
H (1.30, 1.32, -1.88)
H (-1.04, 1.45, -1.96)
H (-0.90, 2.21, -0.38)

**HOMO**: -13.584 eV
**Frontier orbital gap**: 9.0 eV
**Total charge**: +1
**2S+1**: 1

c) C5H8N3 | wB97M-V/def2-TZVPD

Cartesian coordinates (Å):
C (0.47, 1.55, 0.22)
C (-0.77, 0.69, 0.01)
N (-2.01, 1.21, -0.04)
N (-3.08, 0.47, -0.47)
C (-2.89, -0.68, 0.03)
C (-1.87, -1.26, 0.53)
N (-0.66, -0.73, 0.04)
C (0.43, -1.59, -0.43)
H (0.53, 2.10, -0.74)
H (1.34, 0.83, 0.24)
H (0.48, 2.32, 1.06)
H (-2.06, 2.15, 0.42)
H (-1.67, -2.11, 1.13)
H (0.78, -1.55, -1.52)
H (1.35, -1.44, 0.15)
H (0.19, -2.65, -0.37)

**HOMO (alpha / beta)**: -13.805 / -13.803 eV
**Frontier orbital gap (alpha / beta)**: 8.6 / 8.6 eV
**Total charge**: +1
**2S+1**: 1

Quick one: most stable of them? a)